Model i:
13
Properties=species:S:1:pos:R:3:mulliken_charge:R:1 method="wB97M-V/def2-TZVPD" orbital_gap_ev=11.1 charge=+1 lumo_energy_ev=-3.4
C 0.98970 -0.86418 -1.40147 -0.33
C 1.51504 0.23032 -0.73716 -0.11
N 0.38660 0.87487 -0.15779 -0.14
C -0.72800 0.10277 -0.33162 -0.13
N -0.37696 -0.97125 -1.02063 -0.06
H 1.55209 -1.61391 -1.99575 0.35
H 2.59731 0.63074 -0.57625 0.34
H 0.54058 1.96754 0.35239 0.41
H -1.69554 0.38078 -0.03756 0.36
H -1.07113 -1.76472 -1.21286 0.30
H -1.57708 0.03666 3.21466 0.19
H -1.72740 1.05206 2.39886 0.30
O -1.16834 0.39650 2.61587 -0.48

Model ii:
13
Properties=species:S:1:pos:R:3:mulliken_charge:R:1 method="wB97M-V/def2-TZVPD" orbital_gap_ev="9.3 / 8.0" charge=+1 lumo_energy_ev="-4.8 / -4.8"
C 1.57511 0.40311 -0.61457 0.08
C -0.50646 -0.08350 -0.01771 0.00
C -1.56935 0.06247 1.03897 -1.01
N 1.54390 -0.91925 -0.40999 0.05
N 0.44865 0.97994 -0.21392 0.02
O 0.31097 -1.23934 0.15555 -0.16
H 2.35514 1.11152 -0.88024 0.41
H -1.32092 -0.66116 -2.11165 0.09
H -1.08843 -0.42429 1.89264 0.32
H -2.42500 -0.51128 0.54116 0.27
H -1.58070 1.09269 1.33610 0.41
H 2.04671 -1.74109 -0.71209 0.27
H 0.21037 1.93018 -0.00425 0.25

Structures ranked by computed energy, the most stable listed first: model i, model ii.

Model i:
41
Properties=species:S:1:pos:R:3:mulliken_charge:R:1 method="wB97M-V/def2-TZVPD" smiles="CC1(C)OC(c2ccccc2)=C/C(=C/C=C2C(=O)NC(=S)NC2=O)O1" orbital_gap_ev=6.8 charge=0 lumo_energy_ev=-1.4
C -2.65846 -1.43131 0.91709 -1.69
C -2.30384 0.04104 0.84695 1.39
C -3.62678 0.85183 0.84793 -1.63
O -1.63568 0.39154 2.04282 -0.36
C -0.28026 0.08752 2.13681 0.59
C 0.31615 0.21080 3.46450 0.55
C -0.33433 1.01615 4.42704 -0.29
C 0.18759 1.14202 5.73320 -0.59
C 1.34184 0.46362 6.08106 -0.33
C 1.97124 -0.40516 5.17659 -0.75
C 1.44457 -0.54880 3.87513 -0.44
C 0.46047 -0.19273 1.03808 -0.92
C -0.20038 -0.06325 -0.27243 0.80
C 0.57099 -0.14653 -1.41019 -0.65
C 0.07772 0.05814 -2.79059 -0.41
C 0.83917 -0.08149 -3.98779 0.12
C 0.25471 0.11005 -5.29177 0.20
O -0.94963 -0.00015 -5.48977 -0.66
N 0.99123 0.27135 -6.42955 -0.15
C 2.32216 0.07012 -6.39744 0.04
S 3.02303 0.05075 -7.88724 -0.40
N 3.00199 -0.03528 -5.23439 -0.11
C 2.31165 -0.27692 -4.06811 0.40
O 3.02819 -0.55790 -3.12004 -0.66
O -1.52798 0.34287 -0.35112 -0.46
H -3.31831 -1.66708 0.12535 0.48
H -1.83680 -2.09458 0.81244 0.35
H -3.11369 -1.64924 1.88360 0.39
H -4.33341 0.43764 0.12527 0.41
H -3.40620 1.92249 0.56142 0.35
H -4.10564 0.76202 1.78576 0.43
H -1.24044 1.58619 4.20967 0.36
H -0.33015 1.73854 6.49021 0.36
H 1.75635 0.55349 7.07877 0.36
H 2.86072 -0.91399 5.51293 0.39
H 1.93672 -1.21310 3.17014 0.36
H 1.53136 -0.35238 1.07472 0.44
H 1.56485 -0.44056 -1.22497 0.56
H -0.97844 0.23902 -2.85694 0.58
H 0.47884 0.22199 -7.32247 0.31
H 3.90886 -0.49877 -5.28268 0.31

Model ii:
41
Properties=species:S:1:pos:R:3:mulliken_charge:R:1 method="wB97M-V/def2-TZVPD" smiles="COc1ccc(NC(=O)c2ccco2)c(NC(=O)Cc2cccs2)c1" orbital_gap_ev=8.4 charge=0 lumo_energy_ev=0.4
C -6.49642 -1.02484 0.21123 -0.88
O -5.48280 -0.07905 -0.02792 -0.44
C -4.19091 -0.49439 -0.02481 0.51
C -3.77340 -1.80512 0.18621 -0.59
C -2.42317 -2.09896 0.16433 -1.20
C -1.45921 -1.12697 -0.07197 0.27
N -0.11132 -1.54519 -0.00103 0.00
C 0.99037 -1.15441 -0.68470 0.23
O 1.03003 -0.25777 -1.51956 -0.78
C 2.19777 -1.90706 -0.33525 0.64
C 3.46769 -1.78640 -0.83984 -0.53
C 4.25652 -2.72786 -0.14678 -0.47
C 3.41599 -3.35209 0.72551 -0.56
O 2.17074 -2.86849 0.62170 -0.40
C -1.87982 0.19973 -0.27833 0.43
N -0.93772 1.20527 -0.47686 -0.03
C -0.98456 2.47392 -0.00088 0.41
O -1.92191 2.97384 0.57694 -0.63
C 0.33640 3.20788 -0.24615 -0.76
C 1.48378 2.40804 0.27408 0.00
C 1.54185 1.69367 1.43225 -0.08
C 2.77395 1.02741 1.61279 -0.74
C 3.63704 1.24416 0.58899 -0.47
S 2.96020 2.26007 -0.61892 -0.16
C -3.23472 0.49155 -0.25516 -0.29
H -7.43228 -0.47026 0.16712 0.25
H -6.50491 -1.80840 -0.55361 0.35
H -6.39497 -1.48270 1.20052 0.34
H -4.47784 -2.59918 0.37236 0.41
H -2.10624 -3.11774 0.33987 0.35
H 0.01701 -2.37162 0.56943 0.33
H 3.77384 -1.10703 -1.60769 0.63
H 5.30198 -2.91606 -0.27780 0.46
H 3.58007 -4.12968 1.44559 0.50
H -0.08100 0.89731 -0.94872 0.26
H 0.27731 4.17852 0.25427 0.33
H 0.45661 3.38069 -1.31757 0.36
H 0.72666 1.64627 2.13296 0.51
H 3.00383 0.41676 2.46815 0.45
H 4.63421 0.87056 0.46733 0.50
H -3.56069 1.50826 -0.39268 0.49

Structures ranked by computed energy, the most stable listed first: model ii, model i.

Model i:
15
Properties=species:S:1:pos:R:3:mulliken_charge:R:1 method="wB97M-V/def2-TZVPD" smiles="O=C(NS)[C@H](O)CO" orbital_gap_ev=10.4 charge=0 lumo_energy_ev=0.3
O 0.78130 2.11469 0.05160 -0.66
C 0.04946 1.18590 0.29202 0.61
N -1.27330 1.37059 0.20748 -0.37
S -2.72818 0.30167 0.18663 -0.14
C 0.62136 -0.22510 0.68819 0.11
O 1.84455 0.12974 1.31156 -0.57
C 0.92766 -1.12839 -0.54458 -0.55
O -0.32048 -1.57977 -1.08732 -0.48
H -1.53192 2.32686 -0.03053 0.31
H -2.62684 -0.17903 -1.13952 0.18
H -0.13096 -0.60870 1.34230 0.37
H 2.05068 0.96028 0.92092 0.31
H 1.35890 -0.54524 -1.42029 0.24
H 1.64493 -1.85209 -0.21061 0.32
H -0.66716 -2.27140 -0.56783 0.33

Model ii:
15
Properties=species:S:1:pos:R:3:mulliken_charge:R:1 method="wB97M-V/def2-TZVPD" orbital_gap_ev=7.9 charge=0 lumo_energy_ev=-1.4
C 0.49358 -0.87457 -1.02608 -0.79
C -0.02704 -0.23939 0.17379 1.26
C 0.73887 0.94237 0.60831 -1.31
N -1.42158 -0.20212 0.55280 -0.58
O -2.36948 -3.02051 0.77446 -0.36
O -3.00907 -3.65873 -1.46058 -0.37
O 0.72378 -1.41557 0.26626 -0.50
S -2.62528 -4.08550 -0.12996 0.69
H 0.14073 -1.46088 -1.88990 0.23
H 1.42111 -0.44782 -1.48526 0.20
H 1.79950 0.90888 0.52758 0.42
H 0.41521 1.17497 1.66397 0.30
H 0.40456 1.89377 -0.02715 0.24
H -1.66734 -0.20613 1.63431 0.28
H -1.85499 -1.06134 0.22283 0.30

Structures ranked by computed energy, the most stable listed first: model i, model ii.

Model i:
11
Properties=species:S:1:pos:R:3:mulliken_charge:R:1 method="wB97M-V/def2-TZVPD" smiles="[H]/N=C/N(C)O" orbital_gap_ev=10.3 charge=0 lumo_energy_ev=0.8
H 2.80216 -0.21691 0.18068 0.23
N 1.85541 0.16618 0.08347 -0.58
C 0.86439 -0.61664 -0.05016 0.10
N -0.34513 -0.09562 -0.44061 -0.10
C -0.61641 1.23528 0.05149 -0.76
O -1.41625 -0.77489 0.25572 -0.47
H 0.83604 -1.71906 0.09146 0.34
H 0.12333 1.91100 -0.30272 0.37
H -1.64621 1.51075 -0.28723 0.23
H -0.63234 1.27646 1.18430 0.29
H -2.21280 -0.76890 -0.42027 0.35

Model ii:
11
Properties=species:S:1:pos:R:3:mulliken_charge:R:1 method="wB97M-V/def2-TZVPD" smiles="CC(=O)NN" orbital_gap_ev=10.6 charge=0 lumo_energy_ev=0.9
C 0.10823 0.64031 -1.40648 -0.78
C -0.18364 0.81564 0.07775 0.52
O -0.27140 1.92146 0.51236 -0.60
N -0.35855 -0.17707 1.00474 -0.13
N 0.08214 -1.51846 0.72469 -0.51
H 0.44530 1.71003 -1.59794 0.25
H 0.93375 -0.05668 -1.65053 0.28
H -0.76384 0.21779 -1.91516 0.24
H -0.20170 0.33549 1.90401 0.27
H 0.84386 -1.74895 1.40835 0.23
H -0.63414 -2.13956 0.93822 0.23

Structures ranked by computed energy, the most stable listed first: model ii, model i.

Model i:
11
Properties=species:S:1:pos:R:3:mulliken_charge:R:1 method="wB97M-V/def2-TZVPD" orbital_gap_ev=10.4 charge=0 lumo_energy_ev=0.6
N 1.37931 0.51624 -0.67508 -0.59
C 0.57526 0.06283 0.61104 -0.82
C -0.51363 -0.93246 0.21192 0.26
N -1.69599 -0.63628 -0.15528 -0.36
O -2.11346 0.71473 -0.08367 -0.31
H 1.68891 -0.45173 -1.09823 0.26
H 0.75663 0.84966 -1.47182 0.29
H 1.28073 -0.33865 1.38606 0.26
H 0.02407 1.02215 1.01047 0.31
H -0.29119 -2.02601 0.26334 0.36
H -1.09063 1.21951 0.00126 0.33

Model ii:
11
Properties=species:S:1:pos:R:3:mulliken_charge:R:1 method="wB97M-V/def2-TZVPD" smiles="NCC(N)=O" orbital_gap_ev=10.3 charge=0 lumo_energy_ev=0.8
N 1.18568 0.53577 0.84478 -0.60
C -0.20629 0.97268 0.34486 -0.16
C -0.73858 -0.09331 -0.64194 0.46
N -0.39070 -1.39824 -0.34929 -0.36
O -1.64856 0.17085 -1.40739 -0.59
H 1.86302 1.06531 0.37981 0.26
H 1.38710 -0.35565 0.46780 0.16
H -0.05578 1.97588 -0.17041 0.25
H -0.91454 0.97481 1.18060 0.19
H 0.30268 -1.67647 0.26363 0.16
H -0.78403 -2.17163 -0.91245 0.24

Structures ranked by computed energy, the most stable listed first: model ii, model i.

Model i:
11
Properties=species:S:1:pos:R:3:mulliken_charge:R:1 method="wB97M-V/def2-TZVPD" orbital_gap_ev=9.1 charge=0 lumo_energy_ev=0.4
C 0.31457 0.19589 1.40960 0.31
C 1.34268 -0.42589 0.59621 -0.71
N -0.10163 0.92211 -1.17138 -0.41
N -0.30394 -0.28810 -0.58549 -0.42
O 0.04436 1.35543 1.38104 -0.57
H -0.26560 -0.43869 2.13951 0.33
H 1.87168 0.19712 -0.14346 0.31
H 1.56629 -1.46420 0.88033 0.30
H 0.74238 0.91097 -1.63932 0.24
H -0.38979 1.62579 -0.40320 0.34
H -0.23237 -0.94750 -1.39038 0.26

Model ii:
11
Properties=species:S:1:pos:R:3:mulliken_charge:R:1 method="wB97M-V/def2-TZVPD" smiles="N/N=C/CO" orbital_gap_ev=9.7 charge=0 lumo_energy_ev=1.0
N -2.24144 -0.05901 -0.22090 -0.56
N -1.01608 -0.50980 0.13803 -0.32
C -0.10157 0.40444 0.01229 0.09
C 1.33644 0.12690 0.38082 -0.43
O 2.16969 0.13834 -0.76483 -0.52
H -2.64903 -0.71061 -0.89976 0.25
H -2.87673 -0.15435 0.57800 0.25
H -0.32667 1.42071 -0.35874 0.41
H 1.68095 0.91352 1.05626 0.21
H 1.41325 -0.84235 0.88368 0.31
H 2.61122 -0.72784 -0.80487 0.33

Model iii:
11
Properties=species:S:1:pos:R:3:mulliken_charge:R:1 method="wB97M-V/def2-TZVPD" smiles="NCNC=O" orbital_gap_ev=10.0 charge=0 lumo_energy_ev=1.0
N -1.44466 -0.34496 -1.40205 -0.55
C -0.01861 -0.40577 -0.98741 -0.31
N -0.04160 -0.60143 0.52087 -0.25
C 0.66935 0.28783 1.34026 0.15
O 1.20523 1.25625 0.82734 -0.57
H -2.19198 -1.12126 -1.29304 0.21
H -1.92191 0.58775 -1.57907 0.20
H 0.55481 -1.20333 -1.45733 0.21
H 0.57562 0.53206 -1.02238 0.32
H -0.88753 -1.24735 0.50711 0.26
H 0.72856 -0.26552 2.27717 0.33

Structures ranked by computed energy, the most stable listed first: model iii, model ii, model i.

Model i:
11
Properties=species:S:1:pos:R:3:mulliken_charge:R:1 method="wB97M-V/def2-TZVPD" smiles="CCNN=O" orbital_gap_ev=9.2 charge=0 lumo_energy_ev=0.0
C -0.23868 -1.10364 -0.59635 -1.14
C 0.63659 -0.20054 0.24609 -0.17
N 0.35748 1.23525 0.11702 -0.32
N -0.89047 1.35989 0.90879 0.03
O -1.88479 1.39631 0.22716 -0.27
H -1.24685 -1.19128 -0.17393 0.32
H -0.34454 -0.71622 -1.61431 0.31
H 0.19913 -2.10357 -0.66186 0.34
H 0.82499 -0.55137 1.26240 0.33
H 1.53572 0.14726 -0.39338 0.24
H 1.05144 1.72791 0.67836 0.33

Model ii:
11
Properties=species:S:1:pos:R:3:mulliken_charge:R:1 method="wB97M-V/def2-TZVPD" smiles="NCNC=O" orbital_gap_ev=10.6 charge=0 lumo_energy_ev=0.9
N -0.81428 -1.21092 -0.99590 -0.62
C 0.31855 -0.40494 -0.55190 -0.32
N 0.02096 0.06189 0.79091 -0.19
C 0.49808 1.24509 1.22935 0.05
O 1.23382 1.96395 0.59225 -0.55
H -0.70244 -1.42112 -1.97746 0.23
H -1.68367 -0.69806 -0.92400 0.22
H 0.51588 0.47064 -1.15392 0.34
H 1.18571 -1.05812 -0.49955 0.25
H -0.75884 -0.39935 1.22530 0.26
H 0.18624 1.45096 2.26490 0.33

Structures ranked by computed energy, the most stable listed first: model ii, model i.